Here is a single C19H21N3O3S molecule from the OMol25 dataset. Energies are from wB97M-V/def2-TZVPD.

Last column: natural (NBO) charge in e.
Element x y z (Å)
C  -0.6269  -3.5413  -3.4721  -0.253
O  0.5626  -2.8575  -3.1543  -0.490
C  0.8223  -2.5755  -1.8531  0.323
C  1.9173  -1.7414  -1.6191  -0.275
C  2.2682  -1.4013  -0.3302  -0.170
C  1.5408  -1.8747  0.7471  -0.272
C  0.4400  -2.6911  0.5200  0.184
N  -0.3134  -3.1878  1.6025  -0.607
C  -0.6976  -2.4907  2.6947  0.282
S  -1.0793  -3.2249  4.1231  -0.245
N  -0.7984  -1.1367  2.5888  -0.437
N  -0.8104  -0.5563  1.3847  -0.243
C  -0.7882  0.7022  1.1855  0.243
C  -0.7082  1.8009  2.2129  -0.498
C  0.2762  2.8747  1.7242  0.281
C  1.6854  2.2811  1.6042  -0.645
C  0.2782  4.0758  2.6685  -0.612
O  -0.1306  3.3881  0.4540  -0.503
C  -0.5077  2.4874  -0.4909  0.295
C  -0.5742  2.9273  -1.8086  -0.226
C  -0.9387  2.0618  -2.8208  -0.262
C  -1.2409  0.7321  -2.5356  0.263
O  -1.6048  -0.1554  -3.5051  -0.672
C  -1.1877  0.2903  -1.2259  -0.171
C  -0.8273  1.1553  -0.1966  -0.158
C  0.0877  -3.0555  -0.7746  -0.305
H  -0.6365  -4.5535  -3.0549  0.172
H  -0.6479  -3.6037  -4.5588  0.199
H  -1.5033  -2.9864  -3.1255  0.188
H  2.4739  -1.3767  -2.4669  0.225
H  3.1238  -0.7649  -0.1597  0.215
H  1.8225  -1.6188  1.7570  0.219
H  -0.4751  -4.1839  1.6484  0.425
H  -0.9755  -0.6326  3.4563  0.398
H  -1.6993  2.2497  2.3349  0.237
H  -0.3748  1.4276  3.1827  0.218
H  2.0394  1.9525  2.5778  0.214
H  2.3673  3.0345  1.2173  0.223
H  1.6836  1.4310  0.9241  0.224
H  -0.7187  4.5053  2.7275  0.218
H  0.5975  3.7759  3.6625  0.212
H  0.9566  4.8354  2.2903  0.222
H  -0.3328  3.9563  -2.0223  0.224
H  -0.9846  2.4193  -3.8408  0.209
H  -1.5627  0.2723  -4.3685  0.479
H  -1.4293  -0.7306  -0.9867  0.234
H  -0.7684  -3.6958  -0.9176  0.219

Its spin multiplicity is 1. Its energy above the lowest of the compared OMol25 structures with the same formula, charge and spin is 69.9 kcal/mol. The value obtained for the largest force on an atom is 0.95 eV/Å. The calculation puts the LUMO energy at 0.25 eV. As for the SMILES: COc1cccc(NC(=S)N/N=C2\CC(C)(C)Oc3ccc(O)cc32)c1. The value obtained for the frontier orbital gap is 0.29747 Ha.

---

Here is a molecular structure, C14H13ClIN2O3RuS3Sb from the OMol25 dataset. Energies are from wB97M-V/def2-TZVPD.

Last column: Mulliken spin population.
Element x y z (Å)
Ru  -1.4733  1.3013  1.7465  2.878
S  -5.2877  0.3041  1.8459  0.996
Sb  -4.1942  1.8799  3.2462  0.092
S  -2.1816  0.5848  3.7567  0.308
S  -2.9283  3.0047  1.5077  0.436
Cl  5.3072  0.9977  0.1918  0.005
C  3.5929  1.2144  0.1557  0.039
C  2.9743  1.5443  -1.0155  -0.028
C  1.5772  1.7333  -1.0688  0.071
I  0.6767  2.2086  -2.8776  0.004
C  0.8030  1.6039  0.0600  0.014
O  -0.5046  1.7916  0.0894  0.109
C  1.4506  1.2336  1.2661  -0.057
N  0.6263  1.0606  2.3379  0.010
C  1.1475  0.7223  3.5001  0.039
C  2.5230  0.5302  3.6714  -0.011
C  3.3664  0.6838  2.6041  0.030
C  2.8395  1.0425  1.3468  -0.027
H  3.5644  1.6690  -1.9127  0.000
H  0.4596  0.5978  4.3260  0.006
H  2.8975  0.2568  4.6471  0.000
H  4.4321  0.5326  2.7085  0.002
O  -2.5036  -0.2290  0.5080  0.074
C  -1.6023  -1.0133  0.1067  -0.020
O  -0.4718  -1.1618  0.5927  0.020
C  -1.9356  -1.7933  -1.1665  0.005
N  -0.6716  -2.5340  -1.5327  0.002
C  -0.1060  -1.8691  -2.7581  0.001
C  -1.3478  -1.3975  -3.4925  0.000
C  -2.2345  -0.8716  -2.3622  0.002
H  -2.7245  -2.5160  -0.9681  -0.002
H  -0.8463  -3.5223  -1.6939  0.001
H  -0.0614  -2.4070  -0.7013  0.000
H  0.5249  -2.5710  -3.2970  0.000
H  0.4920  -1.0265  -2.4108  0.000
H  -1.8192  -2.2298  -4.0191  0.000
H  -1.1073  -0.6280  -4.2230  0.000
H  -3.2924  -0.8804  -2.6101  0.002
H  -1.9613  0.1531  -2.1057  -0.001

Its spin multiplicity is 6. Its energy above the lowest of the compared OMol25 structures with the same formula, charge and spin is 0.0 kcal/mol. The value obtained for the largest force on an atom is 0.20 eV/Å. Its total charge is +1. The calculation puts the LUMO energy (alpha / beta) at -3.42 / -5.30 eV. The value obtained for the frontier orbital gap (alpha / beta) is 0.27181 / 0.20517 Ha.